126
Properties=species:S:1:pos:R:3:forces:R:3:mulliken_charge:R:1 method="wB97M-V/def2-TZVPD" lumo_energy_ha=0.0779 gap_ev=8.037 total_charge=-1 homo_energy_ev=-5.92 energy_ev=-88224.759
S 32.76178 -6.03373 -8.23830 0.508 -1.497 1.317 1.5423
F 30.76117 -4.53492 -7.43750 -0.114 0.445 -0.082 -0.1300
F 31.39265 -4.07661 -9.48350 0.121 0.397 0.235 0.0937
F 30.17834 -5.79748 -9.07489 0.189 0.043 -0.045 -0.0686
O 32.60523 -3.68288 -3.23296 0.331 -0.460 0.333 -0.5564
O 33.57963 -5.83304 -9.42264 -0.064 0.476 -0.924 -0.8286
O 27.08004 -4.56442 -9.51356 -0.095 -0.074 -0.101 -0.6418
O 32.40258 -7.44981 -8.07705 -0.698 0.950 -0.565 -0.9452
O 35.02557 -8.13328 -5.12745 -0.433 -0.338 0.146 -0.5738
O 34.21491 -9.18123 -13.30236 0.102 0.448 -0.092 -0.7523
O 35.44338 -2.44112 -7.55799 0.103 -0.060 -0.526 -0.6818
O 30.34151 -3.27016 -13.82436 0.244 0.112 0.041 -0.7367
O 36.93763 -5.63124 -6.99444 0.212 0.261 -0.068 -0.5834
O 33.25458 -5.44207 -7.03078 -0.222 0.462 -0.386 -0.6240
O 32.79702 -1.73014 -5.27491 0.154 0.317 -0.092 -0.5960
N 31.09536 -5.38731 -3.32546 0.941 -0.866 0.188 -0.1367
N 28.79875 -9.93051 -8.97213 0.960 -0.628 0.383 0.3326
N 34.06874 -9.39000 -6.74738 -0.148 -0.169 0.365 0.2998
N 27.33306 -2.38600 -10.02106 0.630 -0.064 -0.125 -0.1128
N 38.71898 -6.74606 -7.85496 -0.352 -0.314 -0.198 -0.1647
N 32.80642 -1.19594 -7.47232 0.314 -0.008 -0.853 0.3366
N 35.12737 -3.34514 -9.60759 -0.108 -0.024 -0.390 0.6464
N 33.42867 -7.33440 -12.23166 0.043 0.887 -0.162 0.1446
N 29.56096 -4.11193 -11.90619 0.507 0.239 -0.330 1.2281
C 29.03453 -8.65835 -9.62280 -1.007 1.026 -0.128 -0.5691
C 27.81569 -3.16408 -7.73841 0.213 0.197 -0.318 -0.7583
C 35.61707 -2.40368 -8.77209 0.035 0.111 0.710 0.8474
C 30.11624 -8.56477 -10.68210 -0.007 -1.371 -0.086 -0.4769
C 35.94778 -10.28252 -5.40332 -0.507 -1.074 0.379 -1.2107
C 28.84122 -5.19264 -12.58306 0.580 0.326 1.383 -1.2008
C 36.40377 -1.25648 -9.36187 0.208 0.619 -0.983 -1.7399
C 34.93629 -9.19713 -5.72126 1.006 0.749 -0.661 0.7753
C 33.99491 -8.55159 -12.27322 -0.762 -1.119 0.129 0.5269
C 31.48231 -4.10631 -3.11042 -1.081 0.844 0.143 0.7715
C 26.55413 -9.23564 -8.06940 -0.762 0.063 -0.946 -0.9811
C 30.92184 -2.07269 -11.83372 0.968 -0.376 0.111 -0.2337
C 29.88633 -11.73013 -10.28792 -0.286 -1.100 1.663 -1.2299
C 32.11480 -6.42710 -3.49751 -0.480 0.212 -0.581 -0.8446
C 34.98625 -3.21940 -11.04142 -0.100 0.338 0.034 -0.6578
C 30.82154 -0.74491 -6.09618 -0.508 0.793 -0.333 -0.8791
C 27.95699 -9.78573 -7.80008 -0.394 -0.831 -0.092 -0.7049
C 26.91606 -2.53609 -11.39752 -0.926 0.057 -0.363 -0.8966
C 32.94025 -6.59897 -13.38106 -0.516 0.502 0.605 -0.9566
C 32.25907 -0.55165 -8.65015 0.147 0.295 0.490 -0.9147
C 28.56788 -11.12901 -9.79904 0.312 2.043 -0.663 -0.5888
C 39.76100 -6.02865 -7.17094 0.494 -0.378 -0.001 -0.9524
C 34.18200 -9.20394 -10.91812 0.460 0.422 0.502 -0.2536
C 30.26888 -3.19141 -12.60360 -0.840 -0.011 -0.635 0.4869
C 31.18797 -5.04806 -8.58504 0.097 -1.181 0.187 -0.3704
C 36.51349 -7.27210 -8.71852 1.081 0.388 0.157 -0.7150
C 30.36364 -3.16528 -2.65307 0.697 0.555 -0.212 -0.9107
C 27.38135 -3.43657 -9.16260 -0.209 -0.534 0.270 0.6490
C 34.01478 -10.51842 -7.66132 -0.817 0.794 -0.193 -0.9746
C 32.24832 -1.23872 -6.23728 -0.328 -0.617 0.405 0.5806
C 37.38442 -6.45393 -7.75646 -0.719 -0.054 0.158 0.3743
H 28.87578 -2.89978 -7.75019 -0.008 -0.043 0.178 -0.1605
H 38.91880 -7.54474 -8.43020 0.422 0.130 -0.014 0.2081
H 28.10495 -8.31757 -10.12436 -0.052 0.023 0.052 0.1953
H 33.36453 -6.82700 -11.35956 0.055 -0.366 0.353 -0.0679
H 27.67519 -4.08355 -7.18109 0.098 0.004 0.068 0.3066
H 30.13921 -5.67858 -3.28515 -0.155 0.296 0.190 0.2116
H 34.19500 -10.28649 -11.00387 0.010 0.007 -0.238 0.4537
H 31.32154 -0.99552 -8.99092 -0.008 0.004 -0.020 0.1171
H 28.52240 -5.79551 -11.73057 -0.668 -0.154 -0.422 0.3922
H 34.62801 -10.27950 -8.53305 0.244 -0.662 0.026 0.2386
H 31.68932 -7.19589 -4.14252 0.266 0.002 -0.147 0.2679
H 40.54552 -6.72256 -6.85938 -0.067 -0.058 0.049 0.3386
H 30.10696 -1.56770 -6.04650 0.245 -0.219 -0.064 -0.0654
H 30.99572 -9.10652 -10.33078 0.202 0.270 -0.123 -0.3473
H 26.50806 -8.17846 -8.33350 0.061 0.083 0.373 0.1947
H 35.79640 -0.57387 -9.97012 -0.295 -0.171 0.175 0.3425
H 27.97400 -11.81165 -9.19954 -0.082 -0.249 -0.271 0.5466
H 32.99290 -0.61732 -9.45251 -0.038 -0.169 -0.039 0.1440
H 30.34586 -1.65991 -11.00855 -0.103 -0.150 0.008 0.0987
H 33.53494 -8.56899 -7.05380 0.128 -0.211 0.321 0.1404
H 34.68832 -4.17991 -9.22449 -0.030 0.261 0.358 -0.1760
H 33.39146 -6.94544 -14.30242 -0.043 -0.001 -0.053 0.4284
H 25.77104 -9.49826 -7.35277 0.505 0.372 0.644 0.4021
H 35.16533 -4.19632 -11.48585 0.149 0.133 -0.269 0.2013
H 36.50088 -8.31081 -8.38412 -0.290 -0.009 0.014 0.3736
H 35.81401 -10.53728 -4.34915 0.155 0.146 0.028 0.3444
H 27.75375 -10.78615 -7.40470 0.473 -0.057 0.118 0.4762
H 30.46856 -11.02487 -10.85846 0.110 -0.230 -0.276 0.2270
H 34.19927 -11.48296 -7.20051 0.441 0.079 0.008 0.3912
H 28.55816 -9.26363 -7.05539 -0.422 0.354 0.168 0.3270
H 32.42206 -6.91022 -2.56796 -0.038 0.249 0.158 0.2960
H 36.85073 -0.64011 -8.58893 -0.039 -0.284 0.258 0.3800
H 27.62902 -2.18849 -12.14189 0.112 0.394 0.241 0.2932
H 39.37615 -5.54911 -6.27596 -0.199 0.126 -0.117 0.3074
H 40.24571 -5.30318 -7.82859 -0.140 0.235 0.102 0.2750
H 31.84303 -2.51711 -11.43936 -0.162 0.111 0.387 -0.5185
H 28.03495 -4.75524 -13.16781 -0.134 -0.409 -0.127 0.3453
H 28.02316 -10.73687 -10.67302 -0.494 -0.732 -0.116 0.2927
H 26.71168 -3.56413 -11.68193 0.218 -0.234 0.598 0.2559
H 35.13353 -8.87988 -10.48576 0.058 -0.089 -0.086 0.0302
H 37.05806 -7.23263 -9.66787 -0.384 -0.174 -0.214 0.5844
H 30.40494 -7.57050 -11.01161 -0.218 0.203 0.373 0.1607
H 30.42282 -12.02020 -9.37505 0.348 0.496 -0.076 0.2679
H 27.80678 -1.54076 -9.75198 -0.168 0.084 0.036 0.2347
H 30.75991 -2.66543 -1.76603 -0.313 -0.379 0.325 0.2883
H 29.76502 -12.72026 -10.73573 -0.244 0.361 -0.731 0.4215
H 32.98288 -10.57822 -8.02229 0.062 0.035 -0.067 0.2350
H 30.30313 -2.31407 -3.33613 -0.168 -0.327 -0.354 0.0695
H 36.98123 -9.97481 -5.54180 -0.125 0.411 -0.065 0.2265
H 29.49824 -5.82247 -13.17829 0.055 0.281 -0.270 0.2004
H 35.63952 -2.44238 -11.43624 0.373 -0.376 -0.044 0.4887
H 30.49830 -0.08165 -6.90465 0.019 -0.112 -0.014 0.4050
H 32.96575 -5.94867 -3.97614 0.102 -0.305 -0.061 0.2601
H 30.69706 -0.17805 -5.17438 0.263 -0.115 0.104 0.3794
H 29.39265 -3.62999 -2.49760 -0.008 0.053 0.108 0.3401
H 29.46702 -4.00930 -10.91103 0.013 -0.170 0.024 -0.6254
H 29.19747 -7.92105 -8.83474 0.187 -0.135 0.060 0.3157
H 29.71497 -9.09098 -11.55585 0.385 0.044 -0.171 0.5342
H 26.12022 -9.73659 -8.94915 0.496 -0.041 -0.177 0.2909
H 32.11992 0.51631 -8.45467 -0.234 0.010 -0.193 0.4825
H 31.84418 -6.62745 -13.40477 0.034 -0.571 -0.391 0.1729
H 33.08540 -5.52812 -13.21037 0.607 -0.062 -0.228 0.2686
H 33.43094 -8.90632 -10.18314 -0.109 0.095 -0.181 -0.1037
H 25.94767 -2.03942 -11.49525 0.142 0.278 -0.378 0.3557
H 37.18098 -1.56282 -10.06858 0.059 -0.267 0.238 0.4426
H 33.72453 -1.62269 -7.60572 -0.254 -0.066 0.750 0.0855
H 35.80620 -11.22053 -5.94361 0.011 0.137 -0.110 0.3870
H 35.52540 -6.83134 -8.81810 0.067 -0.184 0.130 -0.0984
H 33.99173 -2.87687 -11.35517 -0.147 -0.255 0.245 0.0055
H 27.26797 -2.35043 -7.26335 -0.067 0.037 -0.120 0.4860
H 31.28804 -1.28431 -12.48627 -0.443 0.005 -0.241 0.4476